(1)
Here is C27H45ClFeN3P as an isolated structure in a non-equilibrium geometry from the OMol25 dataset. Energies are from ωB97M-V/def2-TZVPD.

Output
E_tot: -89395.707 eV
max |F|: 3.325 eV/Å
frontier orbital gap (spin up / spin down): 3.0 / 6.1 eV
energy above the lowest of the compared OMol25 structures with the same formula, charge and spin: 0.0 kcal/mol

Geometry as ORCA input:
```
! wB97M-V def2-TZVPD RIJCOSX def2/J DEFGRID3
* xyz -1 6
Fe 2.163 -1.109 3.715
Cl 4.187 -1.824 3.614
P -0.127 0.575 -0.417
C -0.871 -0.375 0.800
H -1.894 -0.741 0.691
H -0.466 -0.306 1.794
C 1.687 0.744 -0.356
C -0.852 2.270 -0.576
C 2.205 0.902 -1.804
H 1.832 1.717 0.149
C 3.690 1.240 -1.838
H 1.993 -0.013 -2.382
H 1.667 1.698 -2.347
C 4.528 0.328 -0.965
H 4.009 1.193 -2.881
H 3.864 2.281 -1.551
C 3.916 0.033 0.426
H 4.685 -0.615 -1.487
H 5.521 0.779 -0.864
C 2.419 -0.336 0.443
H 4.496 -0.749 0.925
H 4.065 0.964 0.987
H 2.294 -1.300 -0.073
H 1.963 -0.466 1.463
C -0.705 -0.414 -1.868
C -2.335 2.195 -0.949
H -0.742 2.663 0.449
C -3.017 3.565 -0.786
H -2.461 1.834 -1.985
H -2.855 1.469 -0.317
C -2.309 4.673 -1.563
H -4.060 3.488 -1.107
H -3.060 3.843 0.277
C -0.776 4.658 -1.418
H -2.572 4.596 -2.626
H -2.688 5.645 -1.230
C -0.141 3.265 -1.502
H -0.329 5.309 -2.181
H -0.506 5.087 -0.445
H -0.241 2.904 -2.533
H 0.930 3.344 -1.263
C -0.021 -1.777 -1.827
H -1.780 -0.564 -1.641
C -0.711 -2.732 -2.819
H 1.058 -1.722 -2.055
H -0.047 -2.200 -0.815
C -0.784 -2.177 -4.250
H -0.180 -3.686 -2.823
H -1.724 -2.978 -2.461
C -1.306 -0.736 -4.287
H 0.217 -2.177 -4.694
H -1.393 -2.838 -4.885
C -0.624 0.207 -3.278
H -1.228 -0.334 -5.307
H -2.365 -0.774 -4.016
H 0.414 0.323 -3.617
H -1.082 1.211 -3.330
C -0.214 -2.935 1.753
C -1.572 -2.816 1.539
H 0.535 -2.481 1.116
C -2.530 -2.850 2.673
H -2.035 -2.866 0.556
C -1.786 -2.775 4.028
H -3.261 -2.035 2.601
H -3.165 -3.748 2.641
C -0.580 -3.744 4.123
H -1.449 -1.738 4.224
H -2.488 -3.044 4.824
C 0.337 -3.697 2.904
H -0.039 -3.584 5.073
H -0.955 -4.767 4.221
H 1.351 -3.463 3.247
H 0.392 -4.712 2.501
N 0.684 0.158 4.193
C 0.169 1.096 4.720
N -0.532 2.081 5.122
C -0.304 2.641 6.311
N -0.111 3.221 7.317
*
```

---

(2)
Here is C27H46AsF6HfN4O8PS5Si2 as an isolated structure in a non-equilibrium geometry from the OMol25 dataset. Energies are from ωB97M-V/def2-TZVPD.

Output
E_tot: -208765.475 eV
max |F|: 1.479 eV/Å
frontier orbital gap: 7.8 eV

Geometry as ORCA input:
```
! wB97M-V def2-TZVPD RIJCOSX def2/J DEFGRID3
* xyz 0 1
Hf -0.221 -0.340 1.995
N -0.228 -0.749 4.521
C -0.424 0.419 5.423
C 0.417 1.651 5.091
C 0.404 2.007 3.617
O 1.226 2.713 3.103
O -0.605 1.387 2.980
H -0.922 -1.451 4.752
H 0.678 -1.171 4.703
H -0.229 0.121 6.455
H -1.476 0.687 5.343
H 1.464 1.539 5.377
H 0.009 2.496 5.651
F -3.201 -3.169 -0.073
C -1.936 -3.502 0.128
F -1.725 -4.739 -0.317
F -1.122 -2.674 -0.518
S -1.602 -3.536 1.966
O -1.435 -2.157 2.498
O -2.723 -4.248 2.466
N -0.243 -4.311 2.061
S 1.086 -3.629 1.545
O 0.938 -2.166 1.489
O 1.664 -4.245 0.405
C 2.195 -4.004 2.969
F 1.758 -3.403 4.074
F 2.190 -5.315 3.163
F 3.416 -3.599 2.681
C -4.381 -1.319 3.063
Si -4.009 0.337 2.276
C -5.565 0.792 1.337
C -3.817 1.562 3.693
As -2.346 0.175 0.590
Si -2.374 2.425 -0.067
C -3.616 2.504 -1.465
C -2.882 3.640 1.254
C -0.747 3.005 -0.765
H -5.329 -1.206 3.598
H -3.627 -1.653 3.777
H -4.499 -2.117 2.328
H -6.430 0.690 2.001
H -5.709 0.134 0.477
H -5.550 1.816 0.958
H -4.570 2.348 3.604
H -2.841 2.042 3.740
H -3.987 1.037 4.638
H -4.577 2.060 -1.198
H -3.227 1.946 -2.321
H -3.790 3.539 -1.773
H -3.881 3.466 1.653
H -2.872 4.629 0.783
H -2.182 3.653 2.091
H -0.279 2.243 -1.389
H -0.035 3.282 0.016
H -0.941 3.881 -1.393
S -0.788 -2.615 -6.300
C -0.970 -1.652 -4.818
C 0.082 -0.912 -4.293
C -0.144 -0.160 -3.152
N -1.315 -0.116 -2.517
C -2.307 -0.841 -3.016
C -2.191 -1.621 -4.160
C -0.420 -1.329 -7.466
C 0.757 -1.381 -8.197
C 1.016 -0.371 -9.115
N 0.202 0.657 -9.332
C -0.927 0.692 -8.624
C -1.287 -0.267 -7.693
H 1.057 -0.922 -4.763
H 0.663 0.424 -2.720
H -3.250 -0.795 -2.479
H -3.036 -2.187 -4.530
H 1.460 -2.191 -8.056
H 1.933 -0.391 -9.694
H -1.585 1.533 -8.816
H -2.222 -0.188 -7.155
C 3.711 -2.356 -1.495
C 4.176 -1.091 -0.811
C 5.680 -0.943 -0.781
O 3.675 -1.155 0.562
P 3.022 0.111 1.248
S 2.642 -0.325 3.128
S 1.360 0.641 0.191
O 4.118 1.215 1.023
C 4.137 2.543 1.644
C 5.036 2.496 2.858
C 4.621 3.493 0.574
H 4.003 -2.336 -2.547
H 2.628 -2.454 -1.432
H 4.160 -3.234 -1.028
H 3.713 -0.229 -1.302
H 6.120 -1.765 -0.212
H 5.980 -0.002 -0.326
H 6.073 -0.983 -1.799
H 3.119 2.795 1.935
H 6.058 2.247 2.566
H 4.684 1.758 3.576
H 5.041 3.474 3.343
H 5.641 3.248 0.272
H 4.610 4.515 0.957
H 3.975 3.447 -0.303
*
```

---

(3)
Here is C27H46BrNNiP2S as an isolated structure in a non-equilibrium geometry from the OMol25 dataset. Energies are from ωB97M-V/def2-TZVPD.

Output
E_tot: -170718.548 eV
max |F|: 3.539 eV/Å
frontier orbital gap (spin up / spin down): 7.3 / 5.3 eV

Geometry as ORCA input:
```
! wB97M-V def2-TZVPD RIJCOSX def2/J DEFGRID3
* xyz 2 3
N 5.570 -3.370 2.362
C 4.444 -3.836 2.911
C 3.335 -4.190 2.125
C 3.411 -3.970 0.727
C 4.662 -3.617 0.155
C 5.708 -3.311 1.042
C 2.189 -3.932 -0.045
Ni -0.677 0.247 0.014
P -2.602 1.338 -0.294
C 2.139 -3.661 -1.386
C 0.935 -3.083 -1.955
C 0.988 -2.100 -2.970
C -0.138 -1.314 -3.222
C -1.280 -1.548 -2.448
C -1.421 -2.654 -1.600
C -0.302 -3.440 -1.379
Br -2.956 -0.655 -2.954
H 1.260 -4.063 0.527
H 3.007 -3.776 -2.047
H 2.415 -4.532 2.601
H 4.784 -3.459 -0.905
H 4.388 -3.912 4.003
H 6.676 -2.985 0.648
H 1.913 -1.966 -3.535
H -0.375 -4.334 -0.754
H -0.111 -0.518 -3.962
H -2.349 -2.861 -1.079
P 1.133 1.389 -0.047
C -3.906 0.036 0.035
C -5.318 0.264 -0.470
H -3.892 -0.116 1.125
H -3.507 -0.886 -0.409
H -5.937 -0.566 -0.110
H -5.764 1.185 -0.091
H -5.375 0.259 -1.562
C -2.462 2.210 -1.914
C -3.754 2.817 -2.436
H -2.110 1.442 -2.624
H -1.657 2.959 -1.848
H -3.678 2.886 -3.525
H -4.634 2.210 -2.202
H -3.910 3.830 -2.052
C -3.026 2.735 0.819
C -4.490 3.151 0.859
H -2.400 3.577 0.492
H -2.687 2.441 1.820
H -4.572 4.092 1.413
H -4.909 3.325 -0.137
H -5.107 2.415 1.383
C 1.615 2.488 1.370
C 0.564 3.522 1.766
H 2.559 2.983 1.078
H 1.851 1.838 2.227
H 1.001 4.253 2.456
H 0.169 4.073 0.907
H -0.270 3.043 2.285
C 1.257 2.625 -1.421
C 1.468 2.049 -2.818
H 2.078 3.309 -1.150
H 0.331 3.216 -1.379
H 1.374 2.848 -3.564
H 2.465 1.608 -2.933
H 0.724 1.279 -3.053
C 2.634 0.348 -0.312
C 3.461 -0.044 0.910
H 3.279 0.872 -1.034
H 2.241 -0.552 -0.812
H 4.464 -0.360 0.596
H 3.585 0.782 1.620
H 3.012 -0.896 1.434
C 0.827 -1.212 2.864
S -0.693 -1.065 1.845
C -1.617 -0.019 3.016
H 1.367 -0.260 2.819
H 1.466 -2.022 2.500
H 0.534 -1.412 3.907
H -1.271 -0.241 4.034
H -1.437 1.034 2.776
H -2.687 -0.239 2.965
*
```

---

(4)
Here is C27H46BrNOP2PtS as an isolated structure in a non-equilibrium geometry from the OMol25 dataset. Energies are from ωB97M-V/def2-TZVPD.

Output
E_tot: -134968.363 eV
max |F|: 2.982 eV/Å
frontier orbital gap (spin up / spin down): 6.9 / 4.1 eV
energy above the lowest of the compared OMol25 structures with the same formula, charge and spin: 0.0 kcal/mol

Geometry as ORCA input:
```
! wB97M-V def2-TZVPD RIJCOSX def2/J DEFGRID3
* xyz 2 3
N -7.016 5.569 -5.326
C -6.781 6.173 -4.161
C -6.026 5.566 -3.148
C -5.445 4.301 -3.385
C -5.728 3.672 -4.619
C -6.527 4.348 -5.555
C -4.554 3.696 -2.411
Pt 0.184 0.007 1.117
P 6.025 -0.902 0.416
C -3.611 2.779 -2.740
C -2.712 2.240 -1.785
C -1.550 1.603 -2.268
C -0.641 1.058 -1.378
C -0.968 1.132 -0.012
C -2.077 1.817 0.512
C -2.970 2.369 -0.399
Br 1.864 -0.934 2.587
H -4.634 4.090 -1.398
H -3.462 2.497 -3.781
H -5.857 6.097 -2.209
H -5.344 2.681 -4.859
H -7.195 7.173 -4.015
H -6.764 3.885 -6.515
H -1.379 1.550 -3.340
H -3.869 2.872 -0.054
H 0.286 0.573 -1.666
H -2.217 1.855 1.586
P -0.443 -2.080 0.475
C 5.584 0.870 0.624
C 6.709 1.802 0.155
H 5.379 1.022 1.692
H 4.660 1.049 0.060
H 6.559 2.808 0.560
H 7.691 1.452 0.491
H 6.739 1.881 -0.937
C 5.305 -1.369 -1.210
C 6.064 -2.522 -1.875
H 5.362 -0.468 -1.837
H 4.248 -1.623 -1.052
H 5.808 -2.577 -2.938
H 7.149 -2.387 -1.802
H 5.814 -3.485 -1.420
C 5.024 -1.837 1.629
C 5.788 -2.083 2.932
H 4.741 -2.792 1.161
H 4.094 -1.273 1.818
H 5.259 -2.815 3.550
H 6.791 -2.476 2.731
H 5.896 -1.160 3.512
C -0.349 -3.432 1.704
C -1.470 -4.473 1.691
H -0.261 -2.953 2.689
H 0.616 -3.924 1.511
H -2.422 -4.062 2.046
H -1.629 -4.901 0.695
H -1.191 -5.293 2.363
C 0.781 -2.460 -0.823
C 0.257 -2.544 -2.258
H 1.247 -3.406 -0.515
H 1.543 -1.670 -0.730
H -0.352 -3.443 -2.414
H -0.340 -1.668 -2.540
H 1.111 -2.594 -2.945
C -2.108 -2.129 -0.267
C -3.242 -1.741 0.683
H -2.250 -3.151 -0.655
H -2.097 -1.455 -1.136
H -3.929 -1.056 0.167
H -3.822 -2.621 0.999
H -2.886 -1.219 1.584
C -0.693 -1.095 5.212
S -1.755 0.151 4.473
C -0.846 1.641 4.907
O -1.594 0.006 2.973
H -1.058 -1.214 6.240
H 0.350 -0.749 5.203
H -0.807 -2.032 4.654
H 0.178 1.558 4.526
H -1.376 2.483 4.447
H -0.859 1.740 5.999
*
```